No. 1
Formula: C41H37KOP2Si
Source: the Open Molecules 2025 dataset
Level of theory: the ωB97M-V functional and the def2-TZVPD basis

Values from the calculation:
Frontier orbital gap (hartree): 0.2310
Highest occupied orbital energy (Ha): -0.2349
Relative energy (zero: lowest compared OMol25 entry of this formula, charge and spin) (kcal per mole): 3.5
Energy (Eh): -3231.8872

```
! RIJCOSX wB97M-V def2-TZVPD def2/J DEFGRID3
* xyz 0 1
K -0.431 0.324 -0.762
O -1.890 -0.090 1.525
C -2.808 -1.058 1.869
C -3.874 -0.818 2.728
C -4.734 -1.853 3.044
C -4.561 -3.115 2.488
C -3.523 -3.334 1.600
C -2.629 -2.312 1.285
P -1.176 -2.506 0.187
C -1.891 -2.208 -1.486
C -3.196 -1.779 -1.714
C -3.652 -1.599 -3.016
C -2.818 -1.850 -4.095
C -1.511 -2.274 -3.876
C -1.050 -2.438 -2.579
C -1.060 -4.342 0.163
C -1.708 -5.162 -0.760
C -1.641 -6.545 -0.637
C -0.930 -7.121 0.407
C -0.271 -6.312 1.322
C -0.331 -4.932 1.195
C -1.826 1.029 2.364
C -1.502 0.842 3.699
C -1.458 1.934 4.546
C -1.744 3.196 4.043
C -2.021 3.364 2.694
C -2.048 2.285 1.812
P -2.232 2.437 -0.031
C -0.423 3.332 -0.152
C 0.648 3.210 0.740
C 1.926 3.679 0.426
C 2.171 4.278 -0.799
C 1.132 4.386 -1.720
C -0.129 3.905 -1.399
C -3.098 4.036 -0.439
C -2.647 5.274 0.019
C -3.329 6.449 -0.279
C -4.456 6.418 -1.081
C -4.881 5.204 -1.604
C -4.215 4.032 -1.282
H -4.036 0.170 3.135
H -5.561 -1.669 3.719
H -5.243 -3.919 2.733
H -3.398 -4.313 1.157
H -3.855 -1.565 -0.882
H -4.670 -1.266 -3.184
H -3.178 -1.712 -5.107
H -0.856 -2.476 -4.715
H -0.034 -2.788 -2.410
H -2.274 -4.725 -1.572
H -2.154 -7.171 -1.356
H -0.888 -8.199 0.505
H 0.292 -6.757 2.133
H 0.187 -4.299 1.908
H -1.305 -0.159 4.065
H -1.206 1.801 5.591
H -1.733 4.058 4.698
H -2.221 4.357 2.321
H 0.494 2.766 1.720
H 2.730 3.583 1.147
H 3.156 4.661 -1.035
H 1.310 4.851 -2.683
H -0.931 3.994 -2.130
H -1.732 5.334 0.592
H -2.965 7.393 0.110
H -4.995 7.331 -1.307
H -5.737 5.170 -2.268
H -4.559 3.093 -1.691
C -6.945 -1.467 -0.746
Si -6.735 0.376 -0.450
C -7.330 1.234 -2.019
C -7.772 0.920 1.017
C -5.013 0.891 -0.138
C -4.020 1.560 0.127
H -8.002 -1.695 -0.919
H -6.606 -2.062 0.102
H -6.386 -1.792 -1.629
H -8.424 1.266 -2.063
H -6.979 0.702 -2.908
H -6.959 2.261 -2.070
H -8.846 0.845 0.816
H -7.545 1.960 1.264
H -7.550 0.312 1.899
*
```


No. 2
Formula: C41H37N2O4P2SY
Source: the Open Molecules 2025 dataset
Level of theory: the ωB97M-V functional and the def2-TZVPD basis

Values from the calculation:
Frontier orbital gap (hartree): 0.2776
Highest occupied orbital energy (Ha): -0.4957
Energy (Eh): -3113.9037

```
! RIJCOSX wB97M-V def2-TZVPD def2/J DEFGRID3
* xyz 2 1
Y -0.364 -0.724 -1.034
N 0.865 -1.754 1.860
P 1.748 -1.216 0.498
C 3.114 -2.400 0.478
C 4.294 -2.160 1.180
C 5.279 -3.136 1.208
C 5.091 -4.334 0.534
C 3.924 -4.565 -0.181
C 2.935 -3.597 -0.215
C 2.562 0.365 0.878
C 2.398 1.052 2.073
C 3.069 2.251 2.276
C 3.904 2.759 1.292
C 4.061 2.079 0.089
C 3.385 0.888 -0.122
P -0.786 -1.208 2.093
C -1.357 -2.400 3.351
C -0.633 -3.496 3.807
C -1.194 -4.335 4.759
C -2.471 -4.093 5.243
C -3.195 -2.998 4.790
C -2.633 -2.146 3.855
C -1.547 -2.128 0.634
C -2.647 -1.547 -0.033
C -3.343 -2.272 -0.997
C -2.946 -3.566 -1.312
C -1.876 -4.151 -0.649
C -1.180 -3.440 0.319
H 1.400 -1.765 2.726
H 4.443 -1.222 1.699
H 6.195 -2.958 1.754
H 5.863 -5.092 0.558
H 3.789 -5.496 -0.716
H 2.023 -3.755 -0.782
H 1.744 0.664 2.846
H 2.946 2.784 3.210
H 4.443 3.682 1.463
H 4.711 2.476 -0.680
H 3.514 0.342 -1.053
H 0.359 -3.710 3.427
H -0.626 -5.181 5.123
H -2.900 -4.757 5.981
H -4.188 -2.809 5.176
H -3.178 -1.270 3.516
H -3.032 -0.584 0.294
H -4.212 -1.839 -1.473
H -3.488 -4.132 -2.058
H -1.603 -5.175 -0.870
H -0.384 -3.908 0.886
C -1.809 7.217 1.752
C -1.352 5.912 1.192
C -2.052 4.737 1.466
C -1.641 3.510 0.994
C -2.487 2.312 1.290
C -0.438 3.442 0.218
C 0.158 2.235 -0.210
O -0.209 1.053 0.054
C 0.251 4.650 -0.116
C 1.479 4.652 -0.986
C -0.217 5.843 0.380
H -2.825 7.152 2.133
H -1.753 8.007 1.003
H -1.156 7.512 2.578
H -2.955 4.793 2.063
H -3.420 2.619 1.758
H -1.966 1.627 1.958
H -2.710 1.776 0.368
H 1.073 2.343 -0.798
H 2.312 4.149 -0.491
H 1.785 5.673 -1.199
H 1.295 4.155 -1.939
H 0.309 6.759 0.135
O 1.659 -1.730 -4.183
S 0.350 -1.366 -3.789
O -0.308 -2.252 -2.785
N 0.242 0.050 -2.939
C -1.027 0.487 -3.188
O -1.758 0.840 -2.250
C -1.462 0.218 -4.578
C -2.392 0.881 -5.353
C -2.616 0.405 -6.641
C -1.953 -0.720 -7.116
C -1.021 -1.398 -6.332
C -0.789 -0.899 -5.071
H -2.900 1.756 -4.970
H -3.314 0.923 -7.284
H -2.156 -1.078 -8.116
H -0.500 -2.268 -6.708
*
```


No. 3
Formula: C41H37NO14P
Source: the Open Molecules 2025 dataset
Level of theory: the ωB97M-V functional and the def2-TZVPD basis

Values from the calculation:
Frontier orbital gap (hartree): 0.2704
Highest occupied orbital energy (Ha): -0.4112
Energy (Eh): -3033.5964

```
! RIJCOSX wB97M-V def2-TZVPD def2/J DEFGRID3
* xyz 1 1
C -2.214 0.255 3.057
P -3.043 0.051 1.465
O -4.033 1.371 1.439
N -1.813 0.931 0.386
C -1.251 2.261 0.847
C 0.134 2.152 1.453
O 0.990 1.385 0.639
C 0.559 0.051 0.579
C -0.781 -0.074 -0.117
H -2.849 -0.229 3.802
H -1.251 -0.257 3.078
H -2.093 1.308 3.310
H -4.884 1.239 1.874
H -2.376 1.164 -0.429
H -1.945 2.687 1.566
H -1.231 2.896 -0.037
H 0.099 1.751 2.469
H 0.550 3.154 1.509
H 0.558 -0.405 1.576
H 1.261 -0.499 -0.040
H -1.200 -1.072 0.021
H -0.653 0.095 -1.183
C -3.129 -4.919 -1.551
C -3.906 -5.362 -2.535
C -4.992 -4.517 -3.097
O -5.702 -4.909 -3.992
C -5.177 -3.160 -2.511
C -4.396 -2.721 -1.529
C -3.307 -3.563 -0.979
O -2.582 -3.158 -0.089
H -2.331 -5.511 -1.121
H -3.796 -6.346 -2.973
H -5.981 -2.571 -2.934
H -4.521 -1.743 -1.080
C 2.872 -1.596 -3.951
C 4.126 -1.380 -4.343
C 4.980 -0.373 -3.656
O 6.114 -0.155 -4.016
C 4.391 0.379 -2.514
C 3.139 0.149 -2.131
C 2.287 -0.848 -2.819
O 1.140 -1.036 -2.450
H 2.223 -2.316 -4.435
H 4.584 -1.920 -5.162
H 5.035 1.111 -2.042
H 2.666 0.706 -1.330
C 4.191 -5.406 -7.757
C 3.248 -6.292 -8.065
C 2.279 -6.772 -7.045
O 1.412 -7.569 -7.321
C 2.415 -6.236 -5.664
C 3.357 -5.350 -5.358
C 4.310 -4.856 -6.385
O 5.153 -4.029 -6.105
H 4.908 -5.036 -8.479
H 3.132 -6.705 -9.058
H 1.707 -6.618 -4.938
H 3.488 -4.952 -4.359
C -3.478 4.278 4.079
C -4.451 4.823 4.803
C -4.303 5.001 6.274
O -5.199 5.474 6.934
C -3.025 4.570 6.891
C -2.052 4.032 6.163
C -2.212 3.832 4.709
O -1.334 3.300 4.049
H -3.561 4.137 3.008
H -5.387 5.160 4.375
H -2.949 4.703 7.962
H -1.117 3.693 6.591
C -8.478 1.285 7.599
C -7.235 1.239 7.131
C -6.202 2.196 7.598
O -5.066 2.155 7.162
C -6.601 3.202 8.611
C -7.844 3.251 9.081
C -8.883 2.298 8.611
O -10.016 2.340 9.031
H -9.253 0.600 7.281
H -6.911 0.507 6.402
H -5.830 3.894 8.924
H -8.165 3.978 9.815
C 11.425 3.014 -3.942
C 10.257 3.510 -3.544
C 9.049 2.652 -3.449
O 7.989 3.102 -3.067
C 9.186 1.223 -3.828
C 10.356 0.726 -4.222
C 11.568 1.580 -4.309
O 12.633 1.128 -4.666
H 12.323 3.612 -4.018
H 10.125 4.549 -3.267
H 8.284 0.630 -3.758
H 10.488 -0.312 -4.502
*
```